# 1
Formula: C16H33Cl12O3PS
Source: the Open Molecules 2025 dataset
Level of theory: ωB97M-V/def2-TZVPD

Positions of all 66 atoms, in Å:
O (0.4057, 6.3272, 0.5239)
C (0.8832, 6.2798, -0.6344)
Cl (2.6946, 6.5368, -0.9262)
C (-0.1326, 5.9759, -1.8481)
P (-0.6476, 4.1010, -1.7195)
C (-1.1087, 2.2539, -1.5310)
C (-0.5338, 1.5585, -0.2048)
C (1.0537, 1.6885, 0.0001)
C (1.9402, 0.7664, -0.9653)
S (2.4514, 1.5662, -2.5494)
O (1.3931, 1.5299, -3.6233)
O (3.0649, 2.9397, -2.3588)
Cl (4.0295, 0.3717, -3.2882)
H (-1.0299, 6.6781, -1.8626)
H (0.4381, 6.0855, -2.8461)
H (-1.3357, 4.2073, -2.9967)
H (-1.3714, 4.4108, -0.5168)
H (0.7573, 3.7967, -1.8037)
H (-2.2637, 2.2356, -1.4273)
H (-0.8877, 1.6366, -2.4769)
H (-1.0593, 2.0680, 0.6916)
H (-0.8758, 0.4533, -0.1440)
H (1.3624, 2.7967, -0.0013)
H (1.2696, 1.3243, 1.0761)
H (2.9147, 0.5275, -0.3947)
H (1.4451, -0.2589, -1.1836)
Cl (1.3793, -2.4228, 2.1451)
C (3.0799, -2.9579, 2.2108)
C (4.0083, -1.9979, 1.4951)
Cl (3.7619, -2.0102, -0.2700)
H (3.1349, -3.9620, 1.7881)
H (3.3520, -3.0190, 3.2704)
H (5.0440, -2.2862, 1.6704)
H (3.8758, -0.9731, 1.8479)
Cl (0.5981, -1.9235, -1.0994)
C (-0.7771, -3.0535, -0.9958)
C (-1.3497, -3.3827, -2.3594)
Cl (-2.1686, -1.9841, -3.0979)
H (-1.5288, -2.6125, -0.3402)
H (-0.4027, -3.9629, -0.5210)
H (-2.0963, -4.1737, -2.2658)
H (-0.5756, -3.7248, -3.0483)
Cl (-1.6390, -0.8413, 1.6614)
C (-2.9974, -0.5314, 2.7715)
C (-4.3053, -0.3455, 2.0300)
Cl (-4.3330, 1.1664, 1.0902)
H (-2.7493, 0.3428, 3.3750)
H (-3.0668, -1.3950, 3.4361)
H (-5.1309, -0.2911, 2.7422)
H (-4.5008, -1.1731, 1.3457)
Cl (-5.2347, 2.1212, -2.3368)
C (-6.6426, 1.2571, -3.0032)
C (-7.4606, 0.5758, -1.9238)
Cl (-6.5941, -0.7958, -1.1877)
H (-6.2815, 0.5427, -3.7444)
H (-7.2548, 2.0010, -3.5171)
H (-8.3799, 0.1741, -2.3544)
H (-7.7330, 1.2705, -1.1276)
Cl (4.1794, -4.6130, 4.5142)
C (5.8719, -5.1722, 4.6094)
C (6.8310, -4.2454, 3.8912)
Cl (6.6113, -4.2913, 2.1244)
H (5.9160, -6.1841, 4.2042)
H (6.1266, -5.2182, 5.6700)
H (7.8596, -4.5526, 4.0890)
H (6.7150, -3.2117, 4.2216)

Forces on atoms 1 to 3 (eV/Å):
2.6 -0.2 -4.3
-3.6 0.4 2.7
-1.7 -0.4 0.1

Calculated values
LUMO   0.143 eV
HOMO level   -8.0679 eV
SMILES   O=C(Cl)C[PH3]CCCCS(=O)(=O)Cl.ClCCCl.ClCCCl.ClCCCl.ClCCCl.ClCCCl
Kohn-Sham gap   8.21 eV



# 2
Formula: C16H33Cl2FKNO4P2
Source: the Open Molecules 2025 dataset
Level of theory: ωB97M-V/def2-TZVPD

Positions of all 60 atoms, in Å:
C (1.8463, -0.4118, -3.1644)
C (2.2967, -0.4308, -1.7600)
P (1.3367, -0.3812, -0.0987)
C (0.4519, -0.1862, 1.5864)
C (-0.4065, 1.0721, 2.0492)
C (0.3971, 2.1464, 3.0552)
C (2.1991, 1.2873, 0.3109)
C (3.1987, 1.9795, -0.7302)
F (2.6807, 2.6794, -1.9133)
C (-0.1786, 0.4066, -0.9391)
C (-0.3011, 1.9382, -1.2973)
C (-1.8931, 2.0744, -1.8591)
C (-2.9973, 2.1262, -0.6565)
O (-4.2982, 1.7067, -1.2790)
C (-5.2424, 1.2383, -0.2539)
C (-5.4476, -0.3623, 0.0851)
O (-5.9895, 2.1752, 0.3725)
C (2.7835, -1.4557, 0.5372)
Cl (4.4530, -0.5444, 0.8343)
C (2.7764, -2.5592, 1.7060)
C (2.6525, -4.1605, 1.1467)
Cl (1.9328, -2.4884, 3.3333)
P (0.3508, -2.2795, -0.7093)
N (-0.2888, -3.1757, 0.4286)
O (-1.1375, -2.1544, -1.6774)
O (1.3455, -3.2543, -1.8103)
H (1.7416, -1.3397, -3.8692)
H (1.6131, 0.6599, -3.6357)
H (3.4924, -0.5270, -1.7765)
H (1.3782, -0.0946, 2.3359)
H (-0.1587, -1.0396, 2.0164)
H (-1.2796, 0.7155, 2.7940)
H (-0.9724, 1.7338, 1.3004)
H (1.4790, 1.8161, 3.3281)
H (0.5147, 3.1457, 2.4128)
H (-0.2352, 2.4449, 3.9933)
H (2.6979, 1.3044, 1.4015)
H (1.4744, 2.2086, 0.5389)
H (3.6657, 2.8826, -0.0853)
H (4.1645, 1.4192, -1.0779)
H (-1.1632, 0.0628, -0.3551)
H (-0.4259, 0.0377, -2.0506)
H (-0.2967, 2.7645, -0.4825)
H (0.2652, 2.2431, -2.3049)
H (-1.9005, 3.1169, -2.3929)
H (-2.1460, 1.2432, -2.6439)
H (-3.1936, 3.2350, -0.2823)
H (-2.8248, 1.3609, 0.2201)
H (-5.6972, -0.9631, -0.9038)
H (-4.4510, -0.7857, 0.5399)
H (-6.3470, -0.4194, 0.8674)
H (3.1346, -2.1297, -0.4180)
H (3.9429, -2.6226, 2.0944)
H (1.6266, -4.6291, 1.4701)
H (2.8999, -4.2397, 0.0094)
H (3.4729, -4.8484, 1.6871)
H (-0.0952, -2.7641, 1.2839)
H (-1.9010, -1.8790, -1.0582)
H (1.0503, -3.0823, -2.7614)
K (-8.0470, 1.9830, 0.5080)

Forces on atoms 1 to 3 (eV/Å):
-0.3 1.3 1.2
1.8 -0.2 -4.5
0.3 5.0 -0.4

Calculated values
LUMO   -2.148 eV
HOMO level   -5.6584 eV
Kohn-Sham gap   3.51 eV



# 3
Formula: C16H33GaN4O3S5
Source: the Open Molecules 2025 dataset
Level of theory: ωB97M-V/def2-TZVPD

Positions of all 62 atoms, in Å:
Ga (-0.5620, 0.9583, 1.1387)
S (-1.5925, 2.6888, 2.3737)
S (-1.1675, 4.4036, 1.4588)
S (-0.7821, 4.1046, -0.5784)
S (0.1816, 2.3665, -0.7463)
C (1.9874, 2.5518, 2.2819)
N (1.5125, 1.1954, 2.2697)
C (2.5407, 0.3211, 1.6591)
C (1.2059, 0.7846, 3.6492)
C (0.5739, -0.5530, 3.7282)
N (-0.6508, -0.5509, 2.9342)
C (-0.8825, -1.8646, 2.3378)
C (-1.8306, -0.2317, 3.7528)
H (2.9508, 2.6446, 2.8681)
H (1.2237, 3.2120, 2.7896)
H (2.0957, 2.8886, 1.2353)
H (3.4588, 0.2049, 2.3133)
H (2.8184, 0.7769, 0.7118)
H (2.1699, -0.6461, 1.3963)
H (0.5892, 1.5752, 4.0806)
H (2.1862, 0.7724, 4.2354)
H (0.3838, -0.7439, 4.8176)
H (1.2819, -1.3882, 3.4295)
H (-1.0651, -2.6272, 3.1146)
H (0.0223, -2.1682, 1.7642)
H (-1.7559, -1.8397, 1.6753)
H (-2.0766, -1.0765, 4.4653)
H (-2.6968, -0.0303, 3.1156)
H (-1.6196, 0.6574, 4.3865)
C (-4.1084, -2.2282, -0.6014)
C (-3.7696, -1.3157, -1.7724)
C (-2.2734, -1.0726, -2.0005)
C (-2.1433, -0.0957, -3.1720)
C (-0.8440, -0.0320, -4.0115)
C (-1.5795, -2.3610, -2.3507)
O (-2.0919, -3.3501, -2.8951)
N (-0.1972, -2.3987, -2.1451)
C (0.4773, -1.6510, -1.1977)
O (1.6686, -1.8285, -0.9206)
N (-0.3404, -0.7657, -0.5401)
C (-1.5928, -0.5181, -0.8004)
O (-2.2757, 0.2458, 0.0264)
H (-5.1834, -2.4653, -0.6365)
H (-3.8563, -1.7016, 0.3223)
H (-3.5387, -3.1741, -0.6585)
H (-4.2789, -0.3535, -1.6330)
H (-4.2014, -1.7491, -2.7092)
H (-2.4064, 0.9064, -2.7920)
H (-2.9913, -0.3176, -3.8664)
H (0.0433, 0.3916, -3.4748)
H (-1.0973, 0.6846, -4.8188)
H (-0.5840, -0.9883, -4.4796)
H (0.3020, -3.2319, -2.5061)
C (4.1783, -0.1399, -2.7524)
S (3.0134, 1.0250, -2.0823)
C (3.8846, 2.5470, -2.3213)
H (4.2619, 0.0043, -3.8738)
H (3.7764, -1.1493, -2.5684)
H (5.1629, -0.0162, -2.2873)
H (4.9693, 2.4744, -2.0864)
H (3.3738, 3.2863, -1.6876)
H (3.7414, 2.9524, -3.3653)

Forces on atoms 1 to 3 (eV/Å):
0.2 1.1 -0.7
-0.6 -1.8 0.3
1.0 1.4 -0.3

Calculated values
LUMO   0.254 eV
ΔE to the lowest compared entry with this formula, charge and spin   0.00 kcal/mol
HOMO level   -6.7336 eV
Kohn-Sham gap   6.99 eV



# 4
Formula: C16H33NOP2RuSe2
Source: the Open Molecules 2025 dataset
Level of theory: ωB97M-V/def2-TZVPD

Positions of all 56 atoms, in Å:
Ru (-0.6314, -0.5148, 0.1859)
C (-2.2292, -0.8546, -2.8377)
P (-0.6217, -0.3197, -2.1822)
C (-0.2712, 1.2364, -3.0381)
C (0.5638, -1.5285, -2.8582)
C (0.4474, -2.8200, -2.0584)
P (0.6059, -2.4763, -0.2678)
C (0.3116, -4.0938, 0.4876)
C (2.3709, -2.1352, -0.0224)
H (-2.4692, -1.8650, -2.5077)
H (-2.2010, -0.8417, -3.9291)
H (-3.0315, -0.1917, -2.5103)
H (-0.1899, 0.9924, -4.1005)
H (0.6718, 1.6779, -2.7167)
H (-1.0811, 1.9563, -2.9322)
H (1.5749, -1.1166, -2.8172)
H (0.3277, -1.6776, -3.9144)
H (1.2304, -3.5332, -2.3270)
H (-0.5062, -3.3222, -2.2390)
H (1.0147, -4.7915, 0.0265)
H (-0.6967, -4.4433, 0.2641)
H (0.4741, -4.0871, 1.5626)
H (2.9577, -2.8987, -0.5375)
H (2.6109, -2.1943, 1.0398)
H (2.6551, -1.1561, -0.4069)
C (-3.7614, -0.0810, 1.7085)
Se (-2.8993, -1.4673, 0.6440)
C (-2.6989, -2.7814, 2.0945)
C (-2.0361, -2.1628, 3.3099)
Se (-0.3286, -1.4540, 2.6899)
C (0.4885, -0.7332, 4.3104)
H (-4.6882, -0.5346, 2.0563)
H (-3.9850, 0.7593, 1.0660)
H (-3.1266, 0.2287, 2.5313)
H (-2.1222, -3.5984, 1.6685)
H (-3.7025, -3.1485, 2.3103)
H (-1.8476, -2.9158, 4.0745)
H (-2.6337, -1.3701, 3.7493)
H (0.5905, -1.5846, 4.9782)
H (-0.1136, 0.0563, 4.7492)
H (1.4700, -0.3633, 4.0340)
O (-1.8586, 1.4174, 0.0335)
C (-1.0129, 2.5914, -0.0112)
C (0.1873, 2.3243, 0.8361)
C (0.8076, 3.3586, 1.5137)
C (1.9624, 3.1099, 2.2356)
C (2.4555, 1.8119, 2.2646)
C (1.7672, 0.8262, 1.5957)
N (0.6462, 1.0539, 0.8811)
H (-2.6244, 1.5833, -0.5321)
H (-1.5644, 3.4695, 0.3198)
H (-0.6794, 2.7588, -1.0357)
H (0.3890, 4.3548, 1.4604)
H (2.4640, 3.9084, 2.7666)
H (3.3587, 1.5621, 2.8042)
H (2.1294, -0.1897, 1.6011)

Forces on atoms 1 to 3 (eV/Å):
-0.2 0.5 0.6
0.0 0.0 0.0
-0.3 -0.1 -0.2

Calculated values
Spin multiplicity   2
Expectation value of S²   0.758
LUMO (alpha / beta)   -10.103 / -11.515 eV
ΔE to the lowest compared entry with this formula, charge and spin   3.98 kcal/mol
Net charge   +3
HOMO level (alpha / beta)   -18.1903 / -18.1663 eV
Kohn-Sham gap (alpha / beta)   8.09 / 6.65 eV



Repeat the fourth record exactly.
Formula: C16H33NOP2RuSe2
Source: the Open Molecules 2025 dataset
Level of theory: ωB97M-V/def2-TZVPD

Positions of all 56 atoms, in Å:
Ru (-0.6314, -0.5148, 0.1859)
C (-2.2292, -0.8546, -2.8377)
P (-0.6217, -0.3197, -2.1822)
C (-0.2712, 1.2364, -3.0381)
C (0.5638, -1.5285, -2.8582)
C (0.4474, -2.8200, -2.0584)
P (0.6059, -2.4763, -0.2678)
C (0.3116, -4.0938, 0.4876)
C (2.3709, -2.1352, -0.0224)
H (-2.4692, -1.8650, -2.5077)
H (-2.2010, -0.8417, -3.9291)
H (-3.0315, -0.1917, -2.5103)
H (-0.1899, 0.9924, -4.1005)
H (0.6718, 1.6779, -2.7167)
H (-1.0811, 1.9563, -2.9322)
H (1.5749, -1.1166, -2.8172)
H (0.3277, -1.6776, -3.9144)
H (1.2304, -3.5332, -2.3270)
H (-0.5062, -3.3222, -2.2390)
H (1.0147, -4.7915, 0.0265)
H (-0.6967, -4.4433, 0.2641)
H (0.4741, -4.0871, 1.5626)
H (2.9577, -2.8987, -0.5375)
H (2.6109, -2.1943, 1.0398)
H (2.6551, -1.1561, -0.4069)
C (-3.7614, -0.0810, 1.7085)
Se (-2.8993, -1.4673, 0.6440)
C (-2.6989, -2.7814, 2.0945)
C (-2.0361, -2.1628, 3.3099)
Se (-0.3286, -1.4540, 2.6899)
C (0.4885, -0.7332, 4.3104)
H (-4.6882, -0.5346, 2.0563)
H (-3.9850, 0.7593, 1.0660)
H (-3.1266, 0.2287, 2.5313)
H (-2.1222, -3.5984, 1.6685)
H (-3.7025, -3.1485, 2.3103)
H (-1.8476, -2.9158, 4.0745)
H (-2.6337, -1.3701, 3.7493)
H (0.5905, -1.5846, 4.9782)
H (-0.1136, 0.0563, 4.7492)
H (1.4700, -0.3633, 4.0340)
O (-1.8586, 1.4174, 0.0335)
C (-1.0129, 2.5914, -0.0112)
C (0.1873, 2.3243, 0.8361)
C (0.8076, 3.3586, 1.5137)
C (1.9624, 3.1099, 2.2356)
C (2.4555, 1.8119, 2.2646)
C (1.7672, 0.8262, 1.5957)
N (0.6462, 1.0539, 0.8811)
H (-2.6244, 1.5833, -0.5321)
H (-1.5644, 3.4695, 0.3198)
H (-0.6794, 2.7588, -1.0357)
H (0.3890, 4.3548, 1.4604)
H (2.4640, 3.9084, 2.7666)
H (3.3587, 1.5621, 2.8042)
H (2.1294, -0.1897, 1.6011)

Forces on atoms 1 to 3 (eV/Å):
-0.2 0.5 0.6
0.0 0.0 0.0
-0.3 -0.1 -0.2

Calculated values
Spin multiplicity   2
Expectation value of S²   0.758
LUMO (alpha / beta)   -10.103 / -11.515 eV
ΔE to the lowest compared entry with this formula, charge and spin   3.98 kcal/mol
Net charge   +3
HOMO level (alpha / beta)   -18.1903 / -18.1663 eV
Kohn-Sham gap (alpha / beta)   8.09 / 6.65 eV